Entry 1:
Molecular formula: C3H4N2OS
Method: DFT, wB97M-V/def2-TZVPD

The geometry in XYZ format:
```
11
Properties=species:S:1:pos:R:3:forces:R:3:lowdin_charge:R:1
H 2.79537 -0.03111 -1.11463 -2.17 1.99 0.48 -0.04
C -1.97832 0.27445 2.47026 -1.08 1.23 -0.44 0.07
O -0.39501 -1.27246 -1.57416 -0.52 -1.17 -2.72 -0.07
N 0.93313 0.14891 0.38755 -1.32 2.14 4.01 -0.45
H -2.85071 0.80522 3.19858 3.24 -2.12 -2.42 0.12
S 1.68234 0.97724 -0.83635 2.91 -1.53 -2.22 0.68
C -0.41194 -0.26250 0.32570 -3.75 -1.24 0.50 -0.44
H -1.13477 -1.62512 -2.09280 1.06 -0.31 -0.92 0.11
C -1.25459 -0.02622 1.51057 -1.13 1.43 2.30 -0.12
H 0.94081 0.88456 1.25478 0.13 -2.81 -2.34 0.14
N -1.16726 -0.92092 -0.54614 2.65 2.40 3.77 0.01
```
Positions in Å, forces in eV/Å.

Calculated values
Charge: 0
HOMO (eV): -8.7
SMILES string: C#C/C(=N/O)NS
E_LUMO (eV): 0.562
Kohn-Sham gap (eV): 9.3


Entry 2:
Molecular formula: C3H4N2OS
Method: DFT, wB97M-V/def2-TZVPD

The geometry in XYZ format:
```
11
Properties=species:S:1:pos:R:3:forces:R:3:lowdin_charge:R:1
O -0.13934 1.82204 -0.65565 -0.47 -0.54 0.86 0.02
C -1.44464 -0.44647 -0.15755 -0.49 -0.72 -2.30 -0.84
N -0.83487 1.29649 0.47973 0.96 2.80 1.25 0.10
H -0.11642 -2.01513 -0.14748 -0.76 -0.94 0.49 0.12
S -3.00446 -0.62697 -0.00600 -0.83 -0.45 0.37 0.70
C 0.99354 -0.32355 -0.09719 -4.55 1.24 1.06 -0.06
N -0.29595 -1.03630 -0.26635 1.43 -0.63 0.26 -0.05
H 1.49041 -0.91233 0.59957 1.27 -0.37 1.72 0.10
H 1.47435 -0.40474 -0.98065 1.93 0.57 -2.96 0.08
H 1.33154 1.53991 0.88202 0.60 1.56 1.23 0.12
C 0.54583 1.10705 0.34955 0.91 -2.51 -1.98 -0.31
```
Positions in Å, forces in eV/Å.

Calculated values
Charge: 0
HOMO (alpha / beta) (eV): -5.6 / -9.1
E_LUMO (alpha / beta) (eV): 0.740 / -2.048
Multiplicity: 3
Kohn-Sham gap (alpha / beta) (eV): 6.3 / 7.1
<S²>: 2.015


Entry 3:
Molecular formula: C3H4N2S
Method: DFT, wB97M-V/def2-TZVPD

The geometry in XYZ format:
```
10
Properties=species:S:1:pos:R:3:forces:R:3:lowdin_charge:R:1
N -0.29674 2.26749 1.10252 -0.50 -0.33 -2.00 0.12
H -0.01830 2.96837 1.74274 0.21 0.37 1.10 0.05
H -1.81527 -1.26060 -0.39113 -0.40 -2.71 -2.48 0.00
S 0.71735 -2.23033 -2.31340 -0.54 2.59 2.42 0.39
H 1.30271 0.09060 -1.04274 2.32 2.94 -1.89 -0.01
C -0.36219 -0.19465 0.20000 -2.56 0.78 0.10 -0.39
N -1.52621 -0.72959 0.34218 1.95 3.59 2.55 0.14
C 0.75461 -0.66649 -0.70627 -1.36 -4.56 0.90 -0.29
C -0.13291 1.07080 1.14001 0.83 -2.90 -0.49 -0.06
H 1.37695 -1.31560 -0.07391 0.06 0.23 -0.21 0.05
```
Positions in Å, forces in eV/Å.

Calculated values
Charge: 0
HOMO (alpha / beta) (eV): -10.1 / -7.5
E_LUMO (alpha / beta) (eV): -0.579 / -2.471
Kohn-Sham gap (alpha / beta) (eV): 9.6 / 5.0